Entry 1:
Formula: C16H34Cl16O6
Source: the Open Molecules 2025 dataset
Level of theory: wB97M-V/def2-TZVPD

Results
HOMO energy (spin up / spin down) in eV: -0.379 / -6.442
Charge: -1
ΔE to the lowest compared entry with this formula, charge and spin in kJ/mol: 0.00
LUMO energy (spin up / spin down) in eV: 1.836 / 1.828
Frontier orbital gap (spin up / spin down) in eV: 2.215 / 8.269
2S+1: 2

Structure (XYZ):
```
72
C16H34Cl16O6 | the Open Molecules 2025 dataset | wB97M-V/def2-TZVPD
C -3.11092 -2.25704 4.87978
Cl -2.89661 -0.77304 5.84910
Cl -4.34847 -2.09337 3.61997
Cl -1.54244 -2.74729 4.27469
Cl -3.65023 -3.54097 6.02088
C -3.68934 3.68742 2.84730
Cl -4.01388 2.69761 1.43170
Cl -4.31537 5.30119 2.52339
Cl -4.46292 2.88998 4.28806
Cl -1.90133 3.77051 3.00802
C 0.99104 -0.55747 -1.95023
C 1.46849 -0.84307 -3.36023
O 2.77424 -1.36613 -3.35128
O 1.74415 0.45464 -1.37705
H 1.13114 -1.42888 -1.31062
H -0.08941 -0.41717 -1.98255
H 1.60027 0.09835 -3.89358
H 0.87049 -1.49023 -4.00185
H 3.40659 -0.66297 -3.18603
H 2.64301 0.31222 -1.68260
C 4.23920 -1.26792 0.47107
C 5.29538 -0.19258 0.55625
O 4.95400 0.92258 -0.27723
O 3.09140 -0.77290 1.11441
H 4.47269 -2.20368 0.97895
H 4.00666 -1.49531 -0.56928
H 6.22889 -0.63818 0.21260
H 5.52573 0.11392 1.57659
H 4.39903 1.47313 0.27999
H 2.54748 -0.24608 0.52432
C 0.44303 4.57025 -3.39662
C 1.36336 3.47914 -2.72848
O 0.68242 3.00744 -1.60649
O 0.91803 4.94019 -4.71099
H 0.46301 5.42276 -2.71770
H -0.60742 4.28024 -3.42003
H 2.34944 3.87023 -2.47790
H 1.41664 2.53565 -3.27171
H 0.94760 2.09068 -1.50240
H 0.39207 5.73438 -4.83034
Cl -0.40426 0.21421 2.66737
C -1.18444 0.48597 1.03854
C -2.35796 -0.46749 0.88626
Cl -3.16137 -0.16103 -0.69159
H -0.35883 0.37152 0.33614
H -1.53419 1.51831 1.04650
H -3.08427 -0.48741 1.69877
H -1.98751 -1.49243 0.86709
Cl 4.23532 0.32127 5.29749
C 3.12544 -1.02260 4.87722
C 1.65758 -0.84522 5.28465
Cl 1.35316 -1.21298 7.01643
H 3.50064 -2.00563 5.16177
H 3.20823 -1.01813 3.79037
H 0.98243 -1.51482 4.75182
H 1.21402 0.14357 5.16790
Cl -1.35323 -4.81126 1.68876
C -2.62740 -4.83650 0.38261
C -2.01004 -5.03971 -0.99717
Cl -1.11723 -3.55934 -1.40524
H -3.25531 -3.94861 0.45661
H -3.28280 -5.69172 0.54736
H -2.76979 -5.23179 -1.75478
H -1.34351 -5.90216 -0.99867
Cl -5.00995 0.89234 -3.99398
C -3.29326 0.57509 -4.18753
C -2.47473 1.84449 -4.24307
Cl -0.80668 1.39475 -4.71014
H -3.28426 0.06029 -5.14826
H -2.99993 -0.12128 -3.40195
H -2.46248 2.35874 -3.28209
H -2.85074 2.53135 -5.00131
```

These are the Mulliken partial charges, in e, on atoms 1 to 5: 0.26, -0.06, -0.09, -0.02, -0.13



Entry 2:
Formula: C3H3ClS
Source: the Open Molecules 2025 dataset
Level of theory: wB97M-V/def2-TZVPD

Results
HOMO energy (spin up / spin down) in eV: -10.295 / -10.263
Charge: 0
ΔE to the lowest compared entry with this formula, charge and spin in kJ/mol: 511.00
LUMO energy (spin up / spin down) in eV: -2.980 / -2.981
Frontier orbital gap (spin up / spin down) in eV: 7.315 / 7.283

Structure (XYZ):
```
8
C3H3ClS | the Open Molecules 2025 dataset | wB97M-V/def2-TZVPD
C -1.47029 -2.09314 0.64545
C -1.42391 -1.04543 0.06931
C 0.54094 1.38757 -0.99454
S -1.19676 1.54748 -0.64647
Cl 1.05738 0.37974 -2.41782
H -1.84461 -3.00648 0.91254
H 0.94592 0.76585 -0.09630
H 0.91763 2.29009 -1.04873
```

These are the Mulliken partial charges, in e, on atoms 1 to 5: -0.53, -0.04, -0.46, 0.11, -0.14